(1)
{"formula": "C6H16N", "method": "wB97M-V/def2-TZVPD", "elements": ["C", "C", "C", "C", "C", "C", "N", "H", "H", "H", "H", "H", "H", "H", "H", "H", "H", "H", "H", "H", "H", "H", "H"], "positions_angstrom": [[1.09814, -1.08754, -2.56337], [-0.00780, -0.08659, -2.23244], [-0.84645, -0.69353, -1.08361], [-1.83525, 0.16940, -0.26306], [-1.25901, 1.38540, 0.53300], [-0.02697, 1.03422, 1.41692], [1.14457, 0.66113, 0.85761], [0.78115, -2.12257, -2.34489], [1.98970, -0.91866, -1.96177], [1.41072, -1.08979, -3.62586], [0.37182, 0.86231, -1.84318], [-0.59222, 0.03579, -3.14504], [-0.10756, -1.06587, -0.35895], [-1.38509, -1.62580, -1.32414], [-2.20217, -0.51214, 0.50461], [-2.70748, 0.38343, -0.87688], [-2.09605, 1.76374, 1.12466], [-0.87176, 2.17294, -0.12150], [0.04630, 1.68561, 2.27074], [-0.04738, -0.12528, 1.32816], [2.31328, -0.86408, 6.42311], [2.86169, -1.03131, 5.94077], [1.96784, 1.06918, 1.34510]], "atomic_forces_ev_per_a": [[0.6, -0.5, -0.4], [-0.7, -1.0, 0.5], [0.1, 0.0, 0.7], [0.6, -0.5, -0.1], [-1.1, -1.6, -1.6], [1.5, 2.8, -1.0], [-1.1, 0.8, -0.4], [0.0, 0.4, -0.1], [0.1, 0.0, 0.0], [-0.2, 0.2, 0.6], [0.1, 0.1, -0.5], [-0.2, 0.5, 0.3], [0.1, -0.1, 0.0], [0.2, 0.5, -0.5], [-0.3, 0.0, 0.1], [0.0, 0.7, 0.1], [0.6, 0.1, 0.4], [0.0, 0.0, 0.1], [-0.2, -0.3, 0.8], [0.2, -1.2, 0.5], [0.2, -0.1, -0.2], [-0.2, 0.1, 0.2], [-0.2, -0.8, 0.6]], "e_above_lowest_ev": 6.297, "energy_ha": -292.4928, "homo_energy_ev": -14.892, "orbital_gap_ev": 7.06, "total_charge": 1}

(2)
{"formula": "C6H11N", "method": "wB97M-V/def2-TZVPD", "elements": ["H", "N", "C", "C", "C", "C", "C", "C", "H", "H", "H", "H", "H", "H", "H", "H", "H", "H"], "positions_angstrom": [[0.77645, 0.99941, -2.93113], [0.85612, 0.50810, -2.03583], [-0.00384, 0.82554, -1.16978], [-1.03200, 1.91157, -1.35821], [0.07002, 0.05529, 0.36193], [-0.43045, 0.64188, 1.43061], [0.61394, -1.23954, 0.05570], [0.67443, -2.10975, 1.54100], [-0.88108, 2.71355, -0.63478], [-0.96790, 2.34380, -2.36053], [-2.03599, 1.50880, -1.21916], [-0.42011, 0.16482, 2.39682], [-0.95159, 1.58407, 1.37444], [1.64080, -1.17187, -0.29898], [-0.01450, -1.80830, -0.62652], [-0.32477, -2.25370, 1.94332], [1.10800, -3.07215, 1.28102], [1.32248, -1.60152, 2.25007]], "atomic_forces_ev_per_a": [[-0.3, 0.1, 0.4], [0.2, -0.6, 0.2], [0.0, 0.3, 2.3], [-0.1, -0.2, 0.0], [-0.9, 2.7, -4.7], [-0.2, -0.2, 0.1], [0.9, -3.0, 4.6], [0.2, 0.8, -3.0], [0.0, 0.0, 0.1], [0.0, -0.1, 0.1], [0.0, 0.1, 0.1], [0.0, -0.1, 0.1], [0.2, 0.2, -0.1], [-0.2, -0.1, -0.3], [0.1, 0.1, -0.1], [0.0, 0.1, 0.0], [0.0, -0.1, 0.2], [-0.1, 0.1, 0.0]], "e_above_lowest_ev": 1.874, "energy_ha": -289.9028, "homo_energy_ev": -9.365, "smiles": "[H]/N=C(\\C)C(=C)CC", "orbital_gap_ev": 10.38, "total_charge": 0}